1.
Density functional theory data (ωB97M-V/def2-TZVPD) for a cluster of 2 separate species, C5H13NO in total.

Properties
- SMILES = CC/C=C(/C)N.O
- frontier orbital gap (eV) = 8.741
- spin multiplicity = 1

Last column: Löwdin charge in e.
CARTESIAN COORDINATES (ANGSTROEM)
C1 -1.533 0.862 2.358  -0.17
C2 -0.276 0.879 1.519  -0.26
C3 -0.271 -0.528 0.792  -0.11
C4 0.490 -0.944 -0.234  -0.34
C5 0.398 -2.212 -1.078  -0.04
N1 1.801 -0.070 -0.410  0.07
H1 -2.390 0.542 1.756  0.06
H2 -1.928 1.947 2.656  0.10
H3 -1.450 0.330 3.317  0.07
H4 -0.338 1.709 0.796  0.09
H5 0.671 1.092 2.088  0.12
H6 -1.266 -1.164 0.975  0.13
H7 0.300 -1.737 -2.092  0.10
H8 -0.566 -2.625 -0.817  0.07
H9 1.287 -2.676 -0.890  0.04
H10 2.243 -0.562 -1.193  0.06
H11 1.448 0.808 -0.540  -0.01
O1 -0.328 1.355 -2.284  -0.07
H12 -0.402 2.272 -1.847  0.09
H13 -0.441 1.370 -3.218  0.01

Forces on the atoms, in the same order (eV/Å):
C -1.54 3.16 1.21
C 0.77 -1.44 -0.47
C -2.34 -0.65 -0.58
C 2.64 2.27 1.97
C -2.52 4.74 -0.36
N -1.86 -6.05 0.59
H 0.26 -0.51 0.23
H 1.24 -1.92 -0.43
H -0.06 -0.15 -0.57
H -0.05 -0.38 -0.11
H -0.92 -0.50 -0.33
H 2.27 1.41 -0.29
H 0.36 -1.12 0.45
H 0.23 -0.95 0.01
H 1.98 -2.17 0.01
H 0.06 1.41 -0.01
H -0.46 2.77 -1.25
O 0.12 1.47 2.64
H 0.03 -2.11 -1.74
H -0.22 0.73 -0.99

2.
Density functional theory data (ωB97M-V/def2-TZVPD) for a structure of composition C10H16Cl3IOZr.

Properties
- net charge = -2
- frontier orbital gap (eV) = 4.337
- spin multiplicity = 1

Last column: Löwdin charge in e.
CARTESIAN COORDINATES (ANGSTROEM)
C1 0.651 -2.453 -0.824  -0.30
C2 1.942 -1.982 -0.485  -0.32
C3 2.195 -0.810 -1.243  -0.28
C4 2.889 -2.648 0.419  -0.11
C5 1.080 -0.573 -2.091  -0.27
C6 0.125 -1.608 -1.845  -0.26
C7 -1.174 -1.813 -2.490  -0.10
C8 -0.069 -3.528 -0.122  -0.12
C9 3.441 -0.021 -1.156  -0.10
C10 0.942 0.593 -2.993  -0.11
Zr1 -1.683 0.324 1.202  0.62
Cl1 0.200 -0.922 2.265  -0.10
Cl2 -3.231 0.850 2.889  -0.17
Cl3 -0.406 2.061 0.155  -0.18
H1 2.368 -3.168 1.220  0.05
H2 3.577 -1.925 0.854  0.05
H3 3.485 -3.392 -0.122  0.06
H4 3.754 0.100 -0.107  0.06
H5 3.321 0.973 -1.599  0.05
H6 4.280 -0.506 -1.680  0.06
H7 1.506 1.469 -2.634  0.05
H8 -0.112 0.883 -3.084  0.05
H9 1.327 0.348 -3.995  0.06
H10 -1.317 -1.068 -3.262  0.06
H11 -1.992 -1.717 -1.759  0.03
H12 -1.266 -2.798 -2.953  0.06
H13 0.116 -3.445 0.962  0.03
H14 0.288 -4.513 -0.458  0.06
H15 -1.156 -3.463 -0.274  0.06
O1 -2.502 -1.096 0.175  -0.58
H16 -3.181 -0.719 -0.439  -0.18
I1 -3.688 1.492 -1.235  -0.22

Forces on the atoms, in the same order (eV/Å):
C 0.63 1.33 -0.73
C -1.00 0.58 -0.95
C -0.89 -0.75 -0.17
C 0.23 -0.08 0.14
C 0.21 -0.90 1.15
C 1.50 0.24 1.02
C -0.82 0.10 0.02
C -0.16 -0.57 0.23
C 0.44 0.20 0.07
C -0.11 0.16 -0.43
Zr 1.23 -1.25 -1.73
Cl -1.08 0.76 -0.11
Cl -0.31 0.28 0.63
Cl 0.08 0.02 0.45
H -0.01 -0.12 0.29
H 0.20 0.01 0.24
H 0.25 -0.19 0.09
H 0.05 0.13 -0.17
H 0.06 0.01 0.09
H 0.13 0.09 0.00
H -0.21 -0.20 -0.05
H 0.14 0.13 -0.11
H -0.09 0.27 -0.18
H -0.28 0.21 -0.31
H 0.13 -0.14 -0.50
H -0.03 -0.21 -0.17
H -0.13 -0.22 -0.18
H -0.26 -0.24 0.20
H 0.24 -0.08 -0.01
O -0.31 0.53 0.71
H 0.46 -0.40 0.31
I -0.29 0.30 0.16

3.
Density functional theory data (ωB97M-V/def2-TZVPD) for a cluster of 2 separate species, C4H11NOS in total.

Properties
- frontier orbital gap (alpha / beta) (eV) = 9.320 / 7.680
- spin multiplicity = 1

Last column: Löwdin charge in e.
CARTESIAN COORDINATES (ANGSTROEM)
C1 -2.357 0.859 -0.576  -0.12
C2 -1.594 0.190 0.563  -0.27
C3 -0.112 0.567 0.591  -0.29
C4 0.638 0.135 -0.653  -0.43
N1 2.450 -2.516 0.221  0.07
O1 2.602 1.391 0.635  -0.56
S1 2.444 0.474 -0.483  0.88
H1 -3.428 0.719 -0.447  0.07
H2 -2.152 1.930 -0.595  0.08
H3 -2.075 0.434 -1.537  0.07
H4 -2.034 0.495 1.515  0.11
H5 -1.691 -0.894 0.485  0.11
H6 -0.015 1.649 0.710  0.11
H7 0.357 0.095 1.459  0.11
H8 0.564 -0.936 -0.828  0.06
H9 0.301 0.676 -1.539  0.07
H10 3.044 -2.798 -0.560  -0.03
H11 3.058 -2.471 1.040  -0.03

Forces on the atoms, in the same order (eV/Å):
C 0.04 -0.16 0.16
C 0.10 0.19 -0.12
C -0.06 -0.13 0.16
C 0.46 0.25 -0.04
N -0.43 0.31 -0.06
O 0.32 1.27 1.50
S -0.68 -1.64 -1.49
H -0.09 0.02 -0.08
H -0.02 0.07 -0.04
H -0.02 0.05 -0.11
H 0.00 -0.09 0.02
H -0.04 -0.05 0.07
H 0.04 -0.07 0.09
H 0.00 0.13 0.00
H -0.04 -0.11 -0.04
H 0.00 -0.03 -0.04
H 0.23 0.01 0.06
H 0.20 -0.01 -0.04

4.
Density functional theory data (ωB97M-V/def2-TZVPD) for the molecule C6H10O.

Properties
- SMILES = C=C(C)C1(O)CC1
- frontier orbital gap (eV) = 10.059
- spin multiplicity = 1

Last column: Löwdin charge in e.
CARTESIAN COORDINATES (ANGSTROEM)
C1 1.561 -1.359 -0.679  0.03
C2 0.953 -0.385 -0.048  -0.28
C3 1.609 0.635 0.832  -0.05
C4 -0.678 -0.398 0.169  -0.47
O1 -0.991 -1.432 1.034  0.03
C5 -1.655 0.781 0.274  -0.06
C6 -1.620 -0.120 -1.014  -0.06
H1 2.615 -1.298 -0.715  0.04
H2 1.060 -2.201 -1.310  0.12
H3 2.737 0.507 0.539  0.11
H4 1.228 1.598 0.749  0.04
H5 1.571 0.375 1.896  0.09
H6 -0.178 -1.853 1.081  0.04
H7 -1.201 1.743 0.334  0.08
H8 -2.548 0.546 0.946  0.13
H9 -2.345 -0.830 -1.296  0.08
H10 -1.190 0.523 -1.848  0.12

Forces on the atoms, in the same order (eV/Å):
C -1.18 -1.60 -1.90
C -4.27 1.15 1.89
C 3.53 -2.64 -0.61
C 0.77 1.11 -1.92
O -2.09 0.54 -0.03
C -0.68 -2.90 0.54
C 2.57 2.83 0.35
H 1.12 -0.34 -0.05
H 0.75 1.78 1.37
H -1.78 1.07 0.74
H -0.43 1.78 -0.52
H -0.28 -0.21 -0.16
H 2.08 -2.02 0.59
H -0.27 0.76 -0.49
H 1.62 0.60 -0.71
H -1.06 -0.43 0.07
H -0.39 -1.48 0.84

| no. | calculated total energy (eV) |
| --- | --- |
| 1 | -8931.2235 |
| 2 | -59633.2503 |
| 3 | -18696.2348 |
| 4 | -8428.6847 |